Record 1
An isolated molecule of C6H6N2S, computed with ωB97M-V with the def2-TZVPD basis set.

Atoms and positions in Å:
C (1.81, 0.41, -0.52)
C (-1.72, 0.27, -0.84)
C (-1.17, -0.74, -0.01)
C (-1.23, 1.52, -0.76)
C (-0.30, -0.20, 0.92)
C (0.47, -0.84, 1.82)
N (1.44, 1.53, -0.23)
N (2.46, -0.58, -0.76)
S (-0.10, 1.63, 0.61)
H (-2.42, -0.10, -1.61)
H (-1.51, -1.76, -0.26)
H (-1.52, 2.41, -1.36)
H (1.30, -0.31, 2.37)
H (0.29, -1.92, 2.02)
H (2.21, -1.32, -1.38)

Computed properties:
- F_max: 0.0688 hartree/bohr
- Frontier orbital gap: 0.249 Ha
- Net charge: 0
- Lowest unoccupied orbital energy: 0.05 eV
- Energy relative to the best compared isomer or geometry (same formula, charge and spin): 347.39 kJ/mol



Record 2
A structure of composition C2H5NO3S, computed with ωB97M-V with the def2-TZVPD basis set.

Atoms and positions in Å:
C (0.36, 1.19, 0.32)
C (0.49, -0.07, -0.53)
N (1.04, -1.20, 0.03)
O (-1.47, -1.13, 0.88)
O (-2.60, -0.02, -1.03)
O (-1.04, 1.34, 0.39)
S (-1.42, -0.13, -0.20)
H (0.64, 1.07, 1.38)
H (0.85, 2.13, -0.22)
H (0.92, 0.09, -1.53)
H (0.85, -1.29, 1.02)
H (1.38, -1.97, -0.50)

Computed properties:
- F_max: 0.0560 hartree/bohr
- Frontier orbital gap: 0.378 Ha
- Net charge: 0
- Lowest unoccupied orbital energy: 0.57 eV
- Energy relative to the best compared isomer or geometry (same formula, charge and spin): 243.27 kJ/mol



Record 3
A structure of composition C3H4F2O, computed with ωB97M-V with the def2-TZVPD basis set.

Atoms and positions in Å:
C (-4.83, 1.14, -2.77)
C (-4.08, 0.40, -3.40)
C (-1.46, 1.29, -0.83)
O (-2.43, 1.94, -0.72)
F (-3.49, -0.35, -4.23)
F (-1.52, 0.02, -1.28)
H (-5.27, 1.46, -1.84)
H (-4.18, 3.30, -4.05)
H (-0.45, 1.56, -0.71)
H (-4.10, 2.55, -3.82)

Computed properties:
- F_max: 0.0623 hartree/bohr
- Frontier orbital gap: 0.394 Ha
- Net charge: 0
- Lowest unoccupied orbital energy: 0.88 eV
- Energy relative to the best compared isomer or geometry (same formula, charge and spin): 418.09 kJ/mol



The highest F_max belongs to which entry?
C6H6N2S



Which formula does entry 1 have?
C6H6N2S